Formula: C30H45BrNO5
Source: the Open Molecules 2025 dataset
Level of theory: ωB97M-V/def2-TZVPD

- Spin multiplicity: 1
- Energy above the lowest of the compared OMol25 structures with the same formula, charge and spin: 86.66 kcal per mole
- Kohn-Sham gap: 6.7708 eV
- HOMO energy: -10.79 eV
- Maximum force: 3.1 eV/A
- E_tot: -4174.6131 a.u.
- Total charge: +1

The geometry in XYZ format:
```
82
C30H45BrNO5, DFT ωB97M-V/def2-TZVPD
C -5.052 1.146 1.811
C -3.900 0.602 1.357
C -2.591 1.404 1.129
C -1.724 1.844 2.260
C -2.126 1.442 3.733
C -2.040 -0.149 3.806
C -1.299 -0.709 5.084
C -1.851 -2.198 5.291
C 0.262 -0.896 4.741
C -0.502 2.626 2.014
N -0.157 2.961 0.719
O 0.965 3.716 0.543
C 0.602 5.138 0.622
C 1.891 5.936 0.120
O 3.010 5.123 0.446
C 4.162 5.411 -0.371
C 5.429 5.305 0.595
C -0.895 2.563 -0.394
C -0.349 3.023 -1.772
C 1.042 2.389 -2.147
O 1.580 1.514 -1.558
Br 1.924 3.214 -3.728
C -2.119 1.783 -0.238
C -2.995 1.285 -1.453
C -2.828 -0.296 -1.459
C -1.441 -0.794 -1.335
C -1.160 -2.219 -1.287
C -2.282 -3.215 -1.345
C -1.920 -4.738 -1.243
C -3.629 -2.681 -1.491
C -3.944 -1.229 -1.542
H -5.980 0.527 1.937
H -5.163 2.225 2.110
H -3.886 -0.495 1.125
H -3.202 1.720 3.860
H -1.502 1.968 4.500
H -3.070 -0.592 3.744
H -1.499 -0.515 2.882
H -1.447 -0.069 5.990
H -1.378 -2.718 6.158
H -1.675 -2.727 4.307
H -2.973 -2.113 5.377
H 0.901 -0.107 5.214
H 0.563 -1.941 5.040
H 0.447 -0.850 3.625
H 0.172 2.977 2.830
H -0.303 5.385 0.008
H 0.415 5.358 1.715
H 1.931 6.951 0.616
H 1.797 6.115 -0.988
H 4.087 6.410 -0.873
H 4.301 4.607 -1.153
H 5.475 6.272 1.157
H 5.276 4.422 1.278
H 6.329 5.156 -0.052
H -1.063 2.895 -2.625
H -0.163 4.138 -1.703
H -4.072 1.558 -1.324
H -2.586 1.670 -2.418
H -0.583 -0.079 -1.257
H -0.115 -2.588 -1.170
H -0.849 -4.927 -1.576
H -2.634 -5.421 -1.768
H -1.949 -5.021 -0.147
H -4.479 -3.403 -1.528
H -4.995 -0.879 -1.634
C 4.008 -5.190 -5.132
O 4.400 -4.549 -3.927
C 3.595 -3.417 -3.624
C 2.563 -3.741 -2.555
O 1.594 -4.657 -3.017
C 1.824 -5.976 -2.553
H 4.503 -6.160 -5.177
H 2.928 -5.348 -5.176
H 4.328 -4.593 -5.992
H 3.115 -3.026 -4.526
H 4.266 -2.642 -3.239
H 2.023 -2.824 -2.299
H 3.051 -4.108 -1.646
H 1.559 -6.043 -1.492
H 2.864 -6.281 -2.691
H 1.186 -6.655 -3.119
```



Formula: C24H55BN4O14P3
Source: the Open Molecules 2025 dataset
Level of theory: ωB97M-V/def2-TZVPD

- Spin multiplicity: 1
- Kohn-Sham gap: 7.4839 eV
- HOMO energy: -10.91 eV
- Maximum force: 8.8 eV/A
- E_tot: -3268.6087 a.u.
- Total charge: +1

The geometry in XYZ format:
```
101
C24H55BN4O14P3, DFT ωB97M-V/def2-TZVPD
C -0.437 0.243 1.844
C 0.423 -0.688 0.960
O 1.533 -0.062 0.347
C 1.138 0.962 -0.546
C 2.359 1.585 -1.292
C 3.666 0.780 -1.071
C 3.621 -0.439 -2.009
C 4.632 -1.574 -1.650
C 4.029 -2.925 -1.353
C 4.411 -3.738 -0.349
C 5.506 -3.599 0.697
P 5.293 -4.633 2.212
O 6.241 -4.242 3.235
O 3.751 -4.555 2.707
O 5.590 -6.166 1.754
N 3.610 -4.876 -0.373
C 2.769 -4.715 -1.396
B 1.713 -5.907 -1.593
N 0.512 -5.637 -2.324
O 2.036 -7.153 -1.083
N 2.987 -3.579 -2.044
C 2.254 -3.091 -3.218
C 2.319 -4.017 -4.447
C 1.292 -3.674 -5.560
C -0.185 -3.447 -5.106
N -0.596 -2.087 -5.529
C -2.094 -2.058 -5.643
C -0.240 -1.120 -4.515
C -0.858 -1.126 -3.101
O 0.556 -0.243 -4.776
H -0.744 -0.263 2.767
H -1.327 0.555 1.277
H 0.113 1.151 2.124
H 0.842 -1.463 1.625
H -0.216 -1.245 0.246
H 0.648 1.794 -0.007
H 0.378 0.624 -1.273
H 2.535 2.592 -0.895
H 2.091 1.656 -2.354
H 3.835 0.536 -0.018
H 4.471 1.458 -1.400
H 3.796 -0.149 -3.055
H 2.603 -0.856 -1.962
H 5.400 -1.694 -2.430
H 5.166 -1.249 -0.745
H 5.732 -2.567 0.985
H 6.426 -3.999 0.234
H 3.233 -3.970 2.134
H 4.820 -6.727 1.933
H 3.606 -5.686 0.228
H -0.238 -6.284 -2.094
H 0.204 -4.697 -2.091
H 1.481 -7.385 -0.328
H 2.605 -2.110 -3.554
H 1.220 -2.911 -2.890
H 2.247 -5.087 -4.222
H 3.319 -3.870 -4.889
H 1.644 -2.796 -6.115
H 1.287 -4.512 -6.268
H -0.808 -4.164 -5.658
H -0.372 -3.640 -4.036
H -2.561 -2.862 -5.059
H -2.338 -2.113 -6.710
H -2.448 -1.087 -5.266
H -1.436 -0.215 -2.908
H -0.047 -1.218 -2.370
H -1.517 -2.004 -2.987
C -1.883 4.225 -2.494
O -2.556 3.271 -1.653
P -2.927 3.772 -0.073
O -3.287 2.385 0.378
O -4.216 4.623 -0.588
C -5.153 4.005 -1.463
O -3.103 4.460 1.453
C -1.999 5.259 1.941
H -1.904 3.852 -3.517
H -2.388 5.195 -2.468
H -0.845 4.345 -2.179
H -5.143 2.919 -1.367
H -4.935 4.284 -2.496
H -6.145 4.375 -1.207
H -1.831 6.113 1.283
H -1.093 4.650 1.999
H -2.246 5.619 2.938
C -4.409 2.763 6.917
O -3.485 3.782 6.501
P -4.009 5.389 6.621
O -2.862 5.933 5.821
O -3.711 5.411 8.223
C -2.452 4.949 8.701
O -4.784 6.879 6.797
C -6.185 6.932 6.460
H -3.868 1.821 6.986
H -4.830 2.995 7.901
H -5.215 2.661 6.189
H -1.677 5.022 7.938
H -2.541 3.914 9.036
H -2.170 5.566 9.553
H -6.762 6.265 7.104
H -6.336 6.655 5.414
H -6.532 7.952 6.608
```